Record 1
{"formula": "C43H30IrN2P", "method": "wB97M-V/def2-TZVPD", "lumo_ev": -0.44, "total_charge": 0, "max_force_ev_per_a": 0.65, "relative_energy_kcal_mol": 41.64, "total_energy_ha": -2211.707038, "orbital_gap_ev": 6.7, "molar_mass_da": 797.92, "elements": ["Ir", "C", "C", "C", "C", "C", "C", "P", "C", "C", "C", "C", "C", "C", "C", "C", "C", "C", "C", "C", "C", "C", "C", "C", "H", "H", "H", "H", "H", "H", "H", "H", "H", "H", "H", "H", "H", "H", "H", "H", "N", "C", "C", "C", "C", "C", "C", "C", "C", "C", "H", "H", "H", "H", "C", "C", "C", "C", "C", "C", "N", "C", "C", "C", "C", "C", "C", "H", "H", "H", "H", "H", "H", "H", "H", "H", "H"], "xyz": [[1.120751, 0.525974, -0.664585], [-1.959588, -4.415283, -1.781878], [-2.845727, -3.742170, -0.947417], [-2.516574, -2.489689, -0.457870], [-1.300888, -1.898690, -0.803575], [-0.420445, -2.574674, -1.639828], [-0.750740, -3.831856, -2.127102], [-0.772244, -0.337024, -0.039367], [-2.202010, 0.787098, -0.104507], [-3.269975, 0.620102, -0.981345], [-4.283054, 1.566361, -1.041181], [-4.234498, 2.688859, -0.229465], [-3.168020, 2.867929, 0.641756], [-2.155983, 1.925439, 0.701904], [-0.609566, -0.782483, 1.731871], [-1.483644, -0.660891, 2.737899], [-1.209006, -0.779322, 4.177200], [-0.111250, -0.423626, 4.872759], [1.110421, 0.098207, 4.273819], [1.994228, 1.049903, 4.809110], [3.003937, 1.619779, 4.031494], [3.174371, 1.342562, 2.668481], [2.318682, 0.384848, 2.150833], [1.418738, -0.258219, 2.984102], [-2.215757, -5.395792, -2.161601], [-3.789554, -4.197406, -0.676773], [-3.201602, -1.978048, 0.208703], [0.525109, -2.108218, -1.892473], [-0.058610, -4.355635, -2.773133], [-3.316718, -0.248662, -1.625200], [-5.106490, 1.426559, -1.729063], [-5.023567, 3.427793, -0.278668], [-3.119502, 3.748632, 1.268760], [-1.314299, 2.079502, 1.367360], [-2.508728, -0.383789, 2.503901], [-2.072814, -1.062549, 4.769502], [-0.176782, -0.444203, 5.955316], [1.874320, 1.387360, 5.831772], [3.650071, 2.352463, 4.498177], [3.913119, 1.874145, 2.082733], [2.518802, -7.811103, 2.076123], [2.228966, -6.699121, 2.062030], [1.867604, -5.309660, 2.043003], [2.838235, -4.333009, 2.264655], [2.482777, -2.998548, 2.244681], [1.163720, -2.613697, 2.004665], [0.204311, -3.596775, 1.788715], [0.548565, -4.937846, 1.805601], [0.821332, -1.146356, 1.954148], [1.649336, -0.244813, 0.948002], [3.862468, -4.627187, 2.448359], [3.239624, -2.243394, 2.416233], [-0.823170, -3.317381, 1.600478], [-0.201477, -5.698056, 1.633796], [-1.066823, 1.489469, -5.968037], [0.016489, 2.343979, -5.805629], [0.664130, 2.440004, -4.586156], [0.230959, 1.686574, -3.489289], [-0.844201, 0.820498, -3.666929], [-1.486044, 0.723280, -4.890728], [0.907398, 1.741142, -2.260327], [1.475518, 2.953139, -1.847272], [0.852385, 4.198907, -1.999862], [1.411915, 5.326291, -1.430778], [2.588952, 5.249128, -0.687914], [3.214337, 4.024333, -0.535117], [2.677401, 2.891028, -1.132712], [-1.568580, 1.414495, -6.923362], [0.369652, 2.935112, -6.641320], [1.516139, 3.098435, -4.474870], [-1.161588, 0.211786, -2.832704], [-2.321103, 0.041920, -5.000169], [-0.080814, 4.262234, -2.544260], [0.915797, 6.281247, -1.552331], [3.016156, 6.140808, -0.249297], [4.145088, 3.952512, 0.013397], [3.219631, 1.945336, -1.097245]], "forces_ev_per_a": [[-0.3, 0.1, 0.3], [0.0, 0.0, 0.0], [0.0, 0.0, 0.0], [0.0, 0.0, 0.1], [0.0, 0.0, 0.0], [0.0, 0.1, 0.0], [0.0, 0.0, 0.0], [-0.3, 0.0, 0.0], [0.0, 0.0, -0.1], [0.0, -0.1, 0.0], [0.0, 0.0, 0.0], [0.0, 0.0, 0.0], [0.0, 0.0, 0.0], [0.0, 0.0, 0.0], [0.0, -0.2, 0.0], [0.1, 0.2, -0.1], [-0.1, 0.0, 0.0], [0.0, 0.1, 0.1], [0.1, 0.0, 0.0], [-0.1, 0.0, 0.0], [0.0, 0.0, 0.0], [-0.1, 0.1, 0.0], [0.1, -0.4, -0.1], [0.0, 0.0, 0.1], [0.0, 0.0, 0.0], [0.0, 0.0, 0.0], [0.0, 0.0, 0.0], [0.0, 0.0, 0.0], [0.0, 0.0, 0.0], [0.0, 0.0, 0.0], [0.0, 0.0, 0.0], [0.0, 0.0, 0.0], [0.0, 0.0, 0.0], [0.0, 0.0, 0.0], [0.0, 0.0, 0.0], [0.0, 0.0, 0.0], [0.0, 0.0, 0.0], [0.0, 0.0, 0.0], [0.0, 0.0, 0.0], [0.0, 0.0, 0.0], [0.0, 0.0, 0.0], [0.0, -0.1, 0.0], [0.0, 0.1, 0.0], [0.0, 0.0, 0.0], [0.0, 0.0, 0.0], [0.0, 0.0, 0.0], [0.0, 0.0, 0.0], [0.0, 0.0, 0.0], [0.0, 0.0, -0.2], [0.3, 0.5, 0.2], [0.0, 0.0, 0.0], [0.0, 0.0, 0.0], [0.0, 0.0, 0.0], [0.0, 0.0, 0.0], [0.0, 0.0, 0.0], [0.0, 0.0, 0.0], [-0.1, 0.0, 0.0], [0.1, 0.1, 0.0], [0.0, -0.1, 0.0], [0.0, 0.0, 0.0], [0.0, -0.1, -0.2], [0.1, -0.1, 0.0], [0.0, 0.0, 0.0], [0.0, 0.0, 0.0], [0.0, 0.0, 0.0], [0.0, 0.1, 0.0], [0.0, -0.1, 0.0], [0.0, 0.0, 0.0], [0.0, 0.0, 0.0], [0.0, 0.0, 0.0], [0.0, 0.0, 0.0], [0.0, 0.0, 0.0], [0.0, 0.0, 0.0], [0.0, 0.0, 0.0], [0.0, 0.0, 0.0], [0.0, 0.0, 0.0], [0.0, 0.0, -0.1]]}

---

Record 2
{"formula": "C43H32ClGeN3O5SW", "method": "wB97M-V/def2-TZVPD", "spin_multiplicity": 2, "lumo_ev": [0.67, 0.91], "total_charge": -1, "max_force_ev_per_a": 4.96, "s_squared": 0.76, "total_energy_ha": -5200.696894, "orbital_gap_ev": [6.1, 6.5], "molar_mass_da": 994.72, "elements": ["W", "C", "N", "C", "C", "C", "C", "C", "N", "C", "C", "C", "C", "C", "C", "H", "H", "H", "H", "H", "H", "H", "H", "H", "H", "H", "O", "C", "C", "O", "C", "C", "O", "C", "O", "O", "S", "C", "N", "Cl", "C", "C", "C", "C", "C", "C", "C", "H", "H", "H", "H", "H", "H", "C", "C", "C", "C", "C", "C", "Ge", "C", "C", "C", "C", "C", "C", "C", "C", "C", "C", "C", "C", "H", "H", "H", "H", "H", "H", "H", "H", "H", "H", "H", "H", "H", "H", "H"], "xyz": [[0.856704, -1.020739, 0.413119], [0.547120, 1.857082, 2.486530], [0.831233, 0.438598, 2.241278], [1.360651, -0.200177, 3.290045], [1.557069, -1.579030, 3.206320], [2.107478, -2.524080, 4.084430], [1.977146, -3.763333, 3.460236], [1.366040, -3.545656, 2.237129], [1.089791, -2.220236, 2.054216], [1.159054, 2.831114, 1.503729], [2.426854, 3.371354, 1.704444], [2.938116, 4.317223, 0.830259], [2.187116, 4.756570, -0.247038], [0.923565, 4.228456, -0.452880], [0.421656, 3.269424, 0.411398], [0.898246, 2.120893, 3.493849], [-0.542917, 1.986311, 2.474433], [1.608305, 0.326818, 4.207730], [2.552143, -2.317472, 5.039042], [2.300072, -4.717165, 3.832767], [1.098858, -4.275075, 1.487509], [3.015629, 3.066131, 2.558336], [3.924446, 4.725686, 0.996581], [2.570932, 5.510660, -0.919501], [0.316368, 4.562034, -1.281608], [-0.573530, 2.883030, 0.251729], [2.843830, -2.911370, -4.995035], [2.429941, -2.573035, -3.910575], [2.834621, -3.156378, -2.563208], [3.658746, -4.075132, -2.474997], [2.121656, -2.391287, -1.608525], [1.332640, -1.385787, -2.234194], [0.733674, -0.544236, -1.376660], [1.447539, -1.414733, -3.630915], [0.961552, -0.748582, -4.546634], [2.093679, -2.402751, -0.290486], [-0.673193, -2.916913, -0.606293], [-0.912824, -4.330842, 0.203081], [-1.094325, -5.349544, 0.714443], [4.226936, 1.322713, -5.184111], [3.875554, 0.938545, -3.540236], [4.592100, -0.055038, -2.896089], [4.302566, -0.357939, -1.577677], [3.293565, 0.312416, -0.878105], [2.908171, -0.034377, 0.510469], [2.602952, 1.329811, -1.558089], [2.880502, 1.638832, -2.871637], [5.361262, -0.600124, -3.421603], [4.859376, -1.141806, -1.083475], [2.925016, 0.884305, 1.112310], [3.665367, -0.713916, 0.941479], [1.804993, 1.855022, -1.043670], [2.315743, 2.402749, -3.383753], [-4.645017, -3.137259, 2.518583], [-5.119092, -2.191817, 1.624347], [-4.238224, -1.330501, 0.994344], [-2.870251, -1.390369, 1.242152], [-2.415262, -2.329386, 2.162227], [-3.287912, -3.204425, 2.786834], [-1.551346, -0.158731, 0.340797], [-2.582479, 1.513431, 0.916764], [-2.923929, 1.678848, 2.254893], [-3.526207, 2.833706, 2.718963], [-3.780970, 3.876372, 1.843508], [-3.478602, 3.723578, 0.501453], [-2.900118, 2.549501, 0.047395], [-2.100564, -0.196779, -1.603610], [-1.461984, 0.703201, -2.455598], [-1.656662, 0.663335, -3.822613], [-2.502349, -0.286821, -4.370686], [-3.152235, -1.183703, -3.541996], [-2.950073, -1.138668, -2.172111], [-5.328013, -3.820503, 3.005914], [-6.178054, -2.136552, 1.411110], [-4.601591, -0.590237, 0.295254], [-1.347280, -2.379328, 2.386291], [-2.909007, -3.952494, 3.469371], [-2.712282, 0.872459, 2.942098], [-3.776779, 2.935850, 3.765090], [-4.199474, 4.805726, 2.205547], [-3.674814, 4.528866, -0.192755], [-2.674803, 2.435876, -1.002696], [-0.767728, 1.426941, -2.035908], [-1.130715, 1.352957, -4.465384], [-2.627600, -0.340922, -5.442631], [-3.805252, -1.936539, -3.965415], [-3.433120, -1.864644, -1.531431]], "forces_ev_per_a": [[1.1, 1.0, 4.7], [-0.3, 0.2, -0.3], [1.0, -1.4, 1.9], [-1.1, 1.2, -1.8], [0.0, -1.0, 0.3], [-0.3, 0.8, -0.5], [-0.1, -0.1, -0.3], [0.0, 0.1, -0.2], [0.5, -0.4, 1.4], [0.0, 0.1, 0.0], [-0.1, 0.0, 0.0], [0.1, 0.0, 0.0], [-0.1, 0.0, -0.1], [0.0, 0.0, 0.0], [-0.1, 0.0, 0.1], [-0.1, -0.1, -0.1], [0.3, 0.0, 0.0], [0.0, 0.1, -0.1], [0.1, 0.1, 0.2], [0.0, -0.1, 0.1], [0.1, 0.1, 0.1], [0.1, -0.1, 0.1], [0.1, 0.0, 0.0], [0.1, 0.0, 0.0], [0.0, 0.0, -0.1], [0.0, 0.0, 0.0], [-0.5, 0.3, 1.2], [0.1, 0.1, -1.0], [2.6, -2.8, -1.5], [-1.5, 1.6, 0.5], [-1.9, 2.2, 1.7], [1.2, -1.4, 2.0], [0.0, 0.0, -2.9], [-0.5, 0.7, -3.5], [0.5, -0.6, 1.5], [1.4, -1.2, -3.0], [-0.5, 0.4, -0.8], [0.2, -0.1, 0.3], [-0.1, -0.5, 0.3], [0.1, 0.1, -0.4], [0.0, -0.1, 0.3], [0.0, 0.1, -0.2], [-0.3, 0.2, 0.4], [0.5, 0.4, -0.5], [0.0, 0.2, 0.4], [0.3, -0.1, 0.2], [0.1, 0.0, 0.0], [0.1, 0.0, -0.1], [0.0, -0.1, 0.1], [-0.2, -0.3, -0.2], [-0.5, 0.0, -0.1], [0.1, -0.1, -0.1], [0.0, 0.1, -0.1], [0.0, -0.1, 0.1], [-0.1, 0.0, 0.0], [0.2, 0.3, -0.1], [0.7, 0.1, 0.1], [0.3, 0.1, 0.1], [0.0, -0.1, 0.1], [-3.4, 0.2, -0.7], [0.9, -0.1, 0.0], [0.0, -0.3, 0.0], [0.0, 0.1, 0.1], [0.0, 0.1, 0.0], [-0.1, 0.1, 0.0], [0.0, -0.1, -0.2], [0.3, 0.1, 0.5], [-0.1, 0.1, 0.1], [-0.1, 0.2, -0.1], [0.0, 0.0, -0.1], [-0.1, -0.1, -0.1], [0.0, 0.0, 0.3], [0.0, 0.0, 0.0], [-0.1, 0.0, 0.0], [-0.2, 0.1, -0.1], [-0.3, -0.1, 0.0], [0.0, 0.0, 0.1], [0.0, -0.1, 0.2], [0.0, 0.0, 0.1], [-0.1, 0.0, 0.0], [-0.1, 0.1, -0.1], [0.0, 0.1, -0.2], [0.0, 0.0, -0.1], [0.1, 0.0, -0.1], [0.0, 0.0, -0.1], [0.0, 0.0, 0.0], [0.0, -0.1, 0.0]]}

---

Q: Which formula does entry 2 have?
A: C43H32ClGeN3O5SW